Record 1
The following is a quantum chemistry calculation of a cluster of 2 separate species, CH5BS in total, from the OMol25 dataset.

Values from the calculation:
- Frontier orbital gap: 9.03 eV
- Energy relative to the best compared isomer or geometry (same formula, charge and spin): 60.3 kcal per mole

```
! RIJCOSX wB97M-V def2-TZVPD def2/J DEFGRID3
* xyz 0 1
S 1.813 -0.250 -0.578
C -1.408 0.199 -0.397
B 0.639 -0.330 0.678
H 0.617 -0.245 1.907
H 2.970 -0.256 0.075
H -1.511 1.032 0.161
H -0.962 0.397 -1.413
H -2.158 -0.547 -0.435
*
```



Record 2
The following is a quantum chemistry calculation of a structure of composition C22H25CdF5NO2Te, from the OMol25 dataset.

Values from the calculation:
- Frontier orbital gap (spin up / spin down): 4.53 / 4.24 eV

```
! RIJCOSX wB97M-V def2-TZVPD def2/J DEFGRID3
* xyz -1 1
Te 2.352 0.990 2.768
Cd 1.895 -1.378 -0.381
F 3.956 0.345 3.504
F 3.393 2.177 1.696
F 2.226 2.317 4.138
F 1.360 -0.174 3.910
F 0.774 1.790 2.083
O 1.594 -2.646 -2.291
O 2.399 -0.330 1.441
N -0.489 -3.272 -3.570
C -1.201 -1.790 0.697
C -4.642 -2.998 -2.536
C -5.110 -3.496 -1.306
C -0.418 2.778 -0.608
C 0.952 2.391 -0.651
C -1.864 0.270 -3.980
C -3.302 -3.209 -2.923
C -4.239 -4.207 -0.451
C -2.391 0.188 0.961
C -1.027 -4.246 -2.544
C -2.910 -4.457 -0.837
C 0.649 0.226 -4.442
C -0.451 0.200 -3.370
C -2.256 -0.995 0.166
C -0.176 1.305 -2.351
C 0.409 -2.378 -2.894
C 1.112 1.433 -1.658
C -1.077 2.185 -1.736
C -2.457 -3.971 -2.096
C -1.398 0.127 1.969
C -0.295 -1.104 -2.531
C -0.650 -1.082 1.798
H 1.620 -0.096 -4.039
H -0.870 -5.310 -2.828
H -1.956 -0.497 -4.764
H -0.138 -3.817 -4.372
H -6.142 -3.300 -0.988
H -2.679 0.092 -3.239
H -2.131 2.276 -2.007
H -2.222 -5.054 -0.196
H 0.315 -0.674 -1.689
H 1.707 2.687 0.066
H -2.077 1.246 -4.456
H 2.058 1.034 -2.011
H -5.304 -2.458 -3.224
H 0.704 1.238 -4.874
H -1.298 -1.323 -2.119
H -4.594 -4.594 0.514
H -0.871 3.504 0.091
H -2.901 -2.852 -3.891
H -1.248 0.883 2.737
H -3.098 0.999 0.761
H 0.160 -1.406 2.441
H -0.373 -4.053 -1.671
H -0.866 -2.770 0.311
H 0.409 -0.462 -5.255
H -2.872 -1.244 -0.699
*
```



Record 3
The following is a quantum chemistry calculation of an isolated molecule of C5H6, from the OMol25 dataset.

Values from the calculation:
- Frontier orbital gap: 9.94 eV
- Structure (SMILES): C1=CC12CC2
- Energy relative to the best compared isomer or geometry (same formula, charge and spin): 86.8 kcal per mole

```
! RIJCOSX wB97M-V def2-TZVPD def2/J DEFGRID3
* xyz 0 1
C -0.147 0.089 -0.179
C 1.304 0.315 -0.323
C 0.662 -0.423 0.964
C -1.586 0.741 -0.099
C -1.324 -0.300 -0.892
H -1.635 -1.134 -1.543
H 0.583 -0.029 2.080
H 1.744 -0.335 -1.078
H -2.354 1.376 0.252
H 0.882 -1.527 0.888
H 1.871 1.228 -0.070
*
```



Record 4
The following is a quantum chemistry calculation of a structure of composition C48H49BBrFeN4O5, from the OMol25 dataset.

Values from the calculation:
- Frontier orbital gap (spin up / spin down): 4.90 / 6.71 eV
- Energy relative to the best compared isomer or geometry (same formula, charge and spin): 0.0 kcal per mole

```
! RIJCOSX wB97M-V def2-TZVPD def2/J DEFGRID3
* xyz 0 6
Br 4.062 -4.956 -3.071
Fe 0.543 -0.048 1.798
O -3.875 -0.386 1.546
O -2.462 -0.737 -0.212
O -0.739 -1.088 -1.806
O -2.780 -0.217 -2.620
O 1.871 -0.351 0.228
N -0.974 -0.344 3.365
N 0.314 -2.117 1.663
N 0.092 1.912 1.127
N 2.023 0.870 2.854
C -2.566 3.008 1.989
C 1.742 -2.739 -0.227
C -4.933 -0.670 -0.667
C -2.550 0.327 -7.689
C -2.118 -2.199 4.541
C 4.436 -0.740 2.260
C 2.278 -3.791 -1.079
C 2.308 -1.392 -0.366
C 3.856 -2.266 -2.091
C -1.079 -0.027 -7.335
C -2.012 -0.072 -4.958
C 3.702 -0.807 3.538
C 3.419 -1.232 -1.287
C -0.575 -2.583 2.648
C -0.742 -3.974 2.804
C 0.451 -1.032 -3.924
C 1.313 1.281 5.698
C -1.833 -0.357 -3.645
C -3.043 3.368 -0.445
C 0.279 -0.735 -5.290
C -1.614 -4.469 3.766
C -2.708 3.406 -1.802
C -0.702 -1.291 -8.107
C 2.765 -0.706 6.178
C 2.250 0.218 5.251
C -0.872 2.431 0.156
C -0.931 -0.278 -5.835
C 1.035 2.725 1.610
C 3.195 3.017 3.025
C -3.769 -0.556 0.349
C 0.848 2.157 -1.712
C -1.435 3.012 -2.184
C 4.103 -1.782 4.473
C -0.548 2.497 -1.234
C -1.577 0.504 4.204
C -2.150 2.890 0.522
C -2.290 -3.611 4.607
C 2.096 2.151 2.525
C 3.621 -1.760 5.763
C -1.256 -1.654 3.520
C 1.093 4.208 1.348
C 2.716 0.165 3.889
C -0.222 1.193 -7.741
C -2.498 0.085 5.196
C -0.629 -0.833 -3.121
C 3.268 -3.557 -2.014
C -2.709 -1.259 5.441
C 0.685 -2.963 0.668
B -2.070 -0.651 -1.490
H 0.848 4.758 2.276
H 0.368 -1.539 -7.998
H 1.537 3.062 -1.725
H -3.289 -0.466 -7.410
H 4.645 -2.107 -2.817
H -1.401 1.565 4.033
H -4.745 -0.171 -1.625
H 3.965 -2.533 6.496
H 1.402 -1.369 -3.536
H -2.982 -3.999 5.379
H 3.917 -0.147 1.487
H -1.299 -2.164 -7.796
H -2.867 1.312 -7.253
H 0.867 1.029 -7.623
H 2.128 4.483 1.003
H -3.453 3.737 -2.559
H -0.162 -4.633 2.192
H -0.372 1.433 -8.830
H -3.227 2.196 2.342
H -2.673 0.452 -8.791
H -3.099 0.817 5.732
H 4.624 -1.761 1.877
H 3.634 3.644 2.211
H -1.802 -5.533 3.882
H -5.838 -0.248 -0.190
H 5.432 -0.252 2.464
H 1.114 -0.863 -5.986
H 3.978 2.400 3.471
H 1.796 -4.762 -1.054
H -1.051 3.143 -3.207
H 1.317 1.377 -1.080
H 0.482 0.830 6.269
H 2.799 3.700 3.814
H 2.473 -0.596 7.234
H -1.635 2.991 2.575
H -3.994 3.741 -0.118
H 0.869 1.804 4.839
H 1.786 2.018 6.377
H 0.067 -3.864 0.445
H -3.016 0.221 -5.302
H -0.522 2.082 -7.173
H -3.335 -1.615 6.271
H 3.840 -0.237 -1.339
H 0.367 4.532 0.592
H -3.048 3.971 2.209
H -0.928 -1.150 -9.170
H 0.774 1.827 -2.756
H -5.178 -1.736 -0.883
H 4.785 -2.572 4.157
*
```



Record 5
The following is a quantum chemistry calculation of a structure of composition C35H43ClN2ReSi2, from the OMol25 dataset.

Values from the calculation:
- Frontier orbital gap (spin up / spin down): 6.20 / 3.46 eV
- Energy relative to the best compared isomer or geometry (same formula, charge and spin): 0.0 kcal per mole

```
! RIJCOSX wB97M-V def2-TZVPD def2/J DEFGRID3
* xyz 2 4
Re -0.393 -0.386 3.209
Cl 1.870 0.370 0.366
Si 0.890 -0.049 -3.211
Si -0.152 -0.057 0.774
N 1.762 -0.656 3.970
N 0.302 1.706 3.750
C -0.710 -1.576 -0.194
C 1.703 2.853 -6.019
C -3.288 2.613 -0.096
C 1.101 -1.425 -4.436
C 1.817 -1.163 5.369
C -2.551 1.564 0.459
C 0.972 -3.642 -6.137
C 1.932 -2.531 -4.199
C 1.874 1.855 -5.055
C 1.857 -3.633 -5.054
C -1.353 3.312 -1.352
C -0.021 -2.793 -0.063
C -2.350 -1.047 2.860
C 0.325 -1.372 -5.608
C -0.609 2.277 -0.782
C -0.623 -3.987 -0.474
C -2.700 3.472 -1.029
C 2.465 -1.693 3.151
C -0.952 -2.089 4.367
C 2.533 0.659 3.915
C -1.206 1.361 0.093
C 0.511 3.588 -6.070
C -1.894 -3.976 -1.065
C -1.445 -0.884 4.981
C -0.491 2.745 3.048
C 0.208 -2.504 -6.413
C 0.203 1.972 5.205
C -1.890 -1.553 -0.952
C -0.398 2.240 -4.269
C 1.724 1.795 3.334
C -2.502 -2.747 -1.348
C -2.309 -0.231 4.037
C -0.506 3.326 -5.141
C -1.489 -2.175 3.052
C 0.800 1.509 -4.218
H -0.487 -2.493 -7.249
H -0.873 3.987 -2.065
H -2.957 -0.861 1.992
H -0.851 2.025 5.497
H -0.487 2.564 1.970
H 0.716 1.209 5.798
H -1.385 3.965 -5.094
H 2.554 -1.374 2.109
H 1.002 -2.802 0.328
H 3.475 -1.838 3.570
H 2.521 3.069 -6.710
H -0.346 -2.852 4.845
H -1.242 1.975 -3.624
H 1.790 1.784 2.243
H -3.271 4.290 -1.468
H 1.368 -2.160 5.435
H -0.180 -0.440 -5.891
H -2.328 -0.603 -1.267
H -4.325 2.766 0.207
H -0.092 -4.931 -0.335
H -1.521 2.733 3.420
H -1.260 -0.557 6.001
H 2.641 -2.505 -3.365
H -0.024 3.722 3.233
H 1.310 -0.485 6.066
H 1.874 -0.069 -2.083
H -0.449 -0.228 -2.618
H -1.302 -2.958 2.331
H 2.876 -1.254 5.664
H -3.456 -2.719 -1.877
H 2.131 2.752 3.693
H 3.448 0.512 3.317
H -3.041 0.913 1.185
H 0.391 4.375 -6.817
H -2.412 -4.914 -1.286
H 0.884 -4.523 -6.771
H 0.688 2.942 5.396
H 0.437 2.160 -1.064
H 2.488 -4.499 -4.863
H 1.910 -2.638 3.209
H -2.900 0.666 4.210
H 2.839 0.922 4.938
H 2.825 1.323 -4.965
*
```



Record 6
The following is a quantum chemistry calculation of a cluster of 2 separate species, C21H31NO4 in total, from the OMol25 dataset.

Values from the calculation:
- Frontier orbital gap: 3.85 eV
- Energy relative to the best compared isomer or geometry (same formula, charge and spin): 84.9 kcal per mole

```
! RIJCOSX wB97M-V def2-TZVPD def2/J DEFGRID3
* xyz 0 1
O 1.006 2.092 -2.329
O 0.724 0.706 2.101
O -1.196 0.571 0.905
O -0.848 1.028 -1.661
N -2.204 4.801 2.811
C -1.168 6.352 4.294
C 2.346 1.462 0.230
C -5.256 1.799 1.006
C -5.962 4.126 1.029
C -6.278 2.761 1.008
C -3.614 3.556 1.312
C -1.060 0.537 3.798
C 0.386 1.515 -1.430
C -2.658 6.253 4.659
C -1.223 1.216 -3.032
C -3.307 5.302 3.639
C -2.325 3.921 1.833
C 0.880 1.323 -0.084
C -0.895 5.312 3.204
C 0.000 0.848 0.944
C -4.635 4.522 1.095
C -2.580 0.594 -3.186
C 3.274 0.930 -0.863
C -3.931 2.195 1.116
C 0.124 -0.108 3.142
C 2.686 2.897 0.600
H -0.892 1.603 3.981
H -3.143 7.230 4.606
H -1.418 3.424 1.472
H -0.525 6.181 5.158
H -7.320 2.443 0.971
H -6.753 4.876 0.994
H -3.114 1.475 1.119
H 4.312 1.197 -0.626
H -4.367 5.575 1.016
H -1.264 0.049 4.755
H -2.492 -0.496 -3.218
H 2.124 3.196 1.490
H 2.979 1.357 -1.827
H -0.493 0.731 -3.702
H 2.416 3.548 -0.238
H 3.759 2.971 0.807
H -0.942 7.347 3.899
H -2.799 5.864 5.673
H -4.043 5.856 3.042
H 2.485 0.827 1.111
H -3.858 4.483 4.132
H 3.212 -0.163 -0.905
H -0.386 5.756 2.337
H -0.252 4.495 3.566
H -3.012 0.921 -4.132
H -1.936 0.417 3.156
H 0.941 -0.268 3.851
H -5.494 0.738 0.932
H -1.251 2.289 -3.274
H -0.153 -1.064 2.683
H -3.257 0.876 -2.376
*
```



Record 7
The following is a quantum chemistry calculation of a cluster of 5 separate species, H10O5 in total, from the OMol25 dataset.

Values from the calculation:
- Frontier orbital gap: 11.87 eV
- Structure (SMILES): O.O.O.O.O
- Energy relative to the best compared isomer or geometry (same formula, charge and spin): 33.6 kcal per mole

```
! RIJCOSX wB97M-V def2-TZVPD def2/J DEFGRID3
* xyz 0 1
O 0.621 -1.961 3.368
O -2.631 1.544 0.819
O -3.125 0.738 -1.584
O 3.607 -1.821 -2.012
O 1.602 1.559 -0.592
H 0.651 1.636 -0.731
H 3.959 -2.400 -2.697
H 4.324 -1.200 -1.838
H -2.264 0.416 -1.294
H -3.478 1.850 0.477
H -2.066 2.324 0.775
H -3.312 0.225 -2.378
H 1.685 0.891 0.098
H -0.036 -2.605 3.655
H 0.461 -1.196 3.931
*
```



Record 8
The following is a quantum chemistry calculation of an isolated molecule of C15H11BrN2O5, from the OMol25 dataset.

Values from the calculation:
- Frontier orbital gap: 7.94 eV
- Structure (SMILES): CC(=O)Nc1ccc(OC(=O)c2ccc(Br)c([N+](=O)[O-])c2)cc1
- Energy relative to the best compared isomer or geometry (same formula, charge and spin): 0.0 kcal per mole

```
! RIJCOSX wB97M-V def2-TZVPD def2/J DEFGRID3
* xyz 0 1
Br 4.995 -1.789 0.211
O 1.970 4.328 -0.349
O 0.118 3.138 -0.413
O 2.631 -2.543 -1.153
O -4.262 -1.650 -0.967
O 1.677 -1.253 -2.583
N -2.719 -1.509 0.708
N 2.330 -1.455 -1.585
C 2.260 1.987 -0.227
C -1.043 0.094 1.288
C -2.031 -0.338 0.402
C 1.448 3.247 -0.326
C -0.565 1.966 -0.124
C -2.291 0.415 -0.743
C 3.860 -0.292 0.012
C -3.763 -2.096 0.037
C 3.391 1.995 0.590
C 1.965 0.849 -0.962
C -4.219 -3.374 0.705
C 4.183 0.871 0.704
C -1.561 1.557 -1.001
C 2.749 -0.291 -0.831
C -0.318 1.241 1.035
H -4.547 -3.172 1.723
H 1.132 0.812 -1.649
H -2.405 -1.974 1.549
H -1.753 2.142 -1.887
H 3.638 2.896 1.130
H 0.431 1.576 1.736
H 5.059 0.881 1.333
H -5.046 -3.794 0.141
H -3.404 -4.094 0.733
H -0.845 -0.470 2.188
H -3.061 0.096 -1.425
*
```



Record 9
The following is a quantum chemistry calculation of a cluster of 2 separate species, C25H52BrN3O7P2 in total, from the OMol25 dataset.

Values from the calculation:
- Frontier orbital gap: 5.84 eV

```
! RIJCOSX wB97M-V def2-TZVPD def2/J DEFGRID3
* xyz 0 1
Br -0.766 2.885 3.120
P 1.465 2.978 2.585
P 3.883 1.518 -1.800
O 1.161 0.195 3.706
O 4.718 5.838 -1.143
O 2.153 -0.591 -3.873
O 0.335 -0.675 1.646
O 2.347 -1.476 -0.571
O 4.242 -0.691 0.648
O 2.311 2.980 4.109
N 5.009 3.371 1.007
N 3.189 2.310 -0.386
N 3.468 1.390 1.825
C 1.980 1.427 1.518
C 1.779 -1.774 -3.083
C -6.466 -1.301 1.468
C 5.727 1.063 -1.612
C 3.809 2.878 -3.194
C -4.152 -0.258 0.439
C -2.138 -6.231 0.413
C -5.800 -0.051 0.590
C -1.907 1.489 -1.665
C 4.128 6.573 -2.200
C -0.615 2.342 -1.118
C -2.531 -5.169 1.616
C 2.826 -2.097 -1.827
C 4.151 0.050 1.913
C 4.019 2.427 0.876
C -4.077 -5.397 2.194
C 1.087 0.269 2.206
C -5.957 -3.993 0.956
C -6.634 -2.596 0.524
C 0.711 1.320 -1.045
C -3.343 1.164 0.680
C -4.946 -4.004 2.228
C 1.739 2.004 0.013
C -3.225 1.920 -0.782
C 3.263 -1.782 0.554
H 3.419 2.448 -4.221
H -0.294 3.149 -1.937
H -6.237 -2.315 -0.566
H -6.360 -0.017 -0.437
H -1.788 0.329 -1.573
H 2.793 -3.282 -1.697
H 5.680 5.963 -1.210
H 6.323 1.549 -2.518
H -4.065 1.842 1.345
H -5.337 -4.399 0.019
H -7.558 -0.943 1.795
H -3.312 3.105 -0.684
H -2.936 -7.096 0.278
H -1.801 -5.376 2.508
H -4.310 -3.022 2.243
H 3.044 6.454 -2.153
H 3.166 3.822 -2.852
H 0.275 0.277 -0.757
H -6.799 -4.816 1.130
H -2.379 -4.072 1.214
H 3.137 -0.570 -4.080
H 0.736 -1.559 -2.561
H 3.897 -1.753 -2.147
H -3.998 -0.637 -0.675
H -2.320 1.049 1.237
H -4.626 -6.120 1.422
H 1.669 -2.733 -3.783
H 4.848 4.286 0.491
H -5.544 -4.019 3.260
H 4.382 7.631 -2.095
H 6.153 1.351 -0.561
H -4.095 -5.916 3.252
H 1.288 3.100 0.188
H 1.069 1.245 -2.156
H 3.880 -2.752 0.233
H -4.168 1.594 -1.437
H 4.916 3.267 -3.292
H -3.759 -1.104 1.180
H -6.052 0.948 1.188
H 4.494 6.194 -3.157
H -2.085 1.788 -2.783
H 5.277 0.262 2.250
H -1.117 -6.765 0.645
H 3.680 -0.561 2.809
H 5.877 3.283 1.583
H -0.858 2.849 -0.093
H 5.841 -0.113 -1.770
H -2.010 -5.674 -0.619
H -7.803 -2.789 0.375
H 1.953 3.781 4.627
H -5.853 -1.405 2.450
H 2.726 -2.064 1.554
*
```